C4H6OS | ωB97M-V/def2-TZVPD

Geometry as XYZ:
```
12
Properties=species:S:1:pos:R:3:forces:R:3
C -1.984705 -0.157865 0.003232 0.322 -0.197 -0.234
C -0.495833 -0.058223 -0.013399 0.312 0.356 0.216
C 0.259797 1.036192 0.000667 -0.413 0.446 -0.117
O 1.620913 0.915109 -0.003229 -0.013 -0.313 -0.097
C 2.019523 -0.459413 -0.006415 -0.179 0.098 1.120
S 0.513950 -1.517348 -0.002076 0.057 0.129 -0.035
H -2.340218 -0.692901 0.882572 -0.012 -0.097 0.005
H -2.420824 0.828856 0.007832 -0.139 0.346 0.008
H -2.328611 -0.675622 -0.894850 -0.110 -0.061 0.097
H -0.067967 2.083295 -0.006892 0.040 -0.620 0.035
H 2.609291 -0.663239 -0.874004 0.374 -0.068 -0.589
H 2.614686 -0.638837 0.906563 -0.239 -0.017 -0.411
```
Forces are in eV/Å.

Results
SMILES: CC1=COCS1
Energy relative to the best compared isomer or geometry (same formula, charge and spin) (kJ/mol): 113.8

---

C2H4ClN2S2 | ωB97M-V/def2-TZVPD

Geometry as XYZ:
```
11
Properties=species:S:1:pos:R:3:forces:R:3
C 1.138505 0.184230 -0.221096 3.359 -3.194 -2.147
C -0.170022 -0.495495 -0.401810 1.972 2.606 -5.000
N 2.135062 -0.483724 -0.947817 -0.809 1.670 0.918
N 1.498821 1.232582 0.469729 3.630 -1.697 -3.356
S 3.164267 1.758581 0.331116 -0.791 -0.180 -0.029
S 3.661385 0.058361 -0.818057 -1.356 -0.039 0.897
Cl 4.579846 -1.277195 0.441938 -0.161 0.241 -0.190
H -0.770342 0.264910 -0.919648 -0.535 -0.294 0.437
H -0.582450 -0.899949 0.389620 -2.158 -1.654 4.198
H 0.031590 -1.263536 -1.164072 -0.184 0.180 0.480
H 0.902971 1.553762 1.099229 -2.969 2.361 3.793
```
Forces are in eV/Å.

Results
Charge: +1
Energy relative to the best compared isomer or geometry (same formula, charge and spin) (kJ/mol): 23.0

---

C14H54N12O13 | ωB97M-V/def2-TZVPD

Geometry as XYZ:
```
93
Properties=species:S:1:pos:R:3:forces:R:3
C -1.857366 -1.080849 2.612000 -0.530 2.998 -2.861
C -3.133366 -1.030849 3.431000 0.352 -1.190 -1.469
O -3.288366 -2.393849 3.715000 -1.655 -1.169 1.111
H -1.013366 -1.243849 3.233000 0.761 -0.500 0.594
H -1.767366 -0.010849 2.273000 0.442 -0.651 0.217
H -1.814366 -1.629849 1.581000 -0.618 0.350 2.234
H -4.008366 -0.654849 2.877000 0.310 0.016 -0.209
H -3.046366 -0.426849 4.318000 0.459 0.297 0.448
H -4.169366 -2.530849 4.102000 0.476 -0.148 -0.028
C 2.897634 -0.292849 2.749000 8.245 2.990 -1.880
O 4.162634 0.080151 2.332000 -6.650 -2.157 2.022
N 2.206634 0.327151 3.652000 2.239 1.966 2.139
N 2.150634 -1.196849 2.187000 -1.184 -4.633 -2.550
H 2.775634 1.008151 4.162000 -0.837 -0.422 0.374
H 1.409634 -0.138849 4.011000 -1.102 0.189 1.420
H 2.574634 -1.836849 1.556000 0.935 -0.042 -0.607
H 1.432634 -1.743849 2.648000 -0.130 0.719 0.668
C -1.193366 -2.169849 -3.317000 -3.477 -8.157 -1.696
O -1.604366 -3.402849 -3.744000 1.711 5.551 1.861
N 0.085634 -1.886849 -3.254000 6.397 -0.310 -3.596
N -1.893366 -1.350849 -2.648000 -6.687 0.097 1.950
H 0.675634 -2.668849 -3.702000 -1.212 1.725 0.682
H 0.382634 -1.012849 -3.733000 -0.430 -0.580 0.466
H -2.810366 -1.775849 -2.211000 2.283 1.150 -1.459
H -1.614366 -0.484849 -2.211000 0.691 0.235 0.244
C -0.555366 1.823151 4.170000 0.572 -6.682 5.468
O -0.356366 0.810151 5.069000 -0.244 3.355 -3.186
N -1.587366 2.553151 4.193000 -6.337 4.048 2.209
N 0.206634 1.956151 3.152000 3.120 1.411 -3.579
H -2.383366 2.426151 4.895000 2.245 -0.175 -1.203
H -1.740366 3.443151 3.628000 0.418 -1.642 0.205
H 1.083634 1.401151 3.172000 -1.179 1.313 -0.440
H 0.015634 2.719151 2.431000 0.950 -1.936 1.651
C 2.007634 -4.649849 -4.001000 2.330 -5.617 -8.201
O 2.575634 -5.215849 -5.113000 -2.814 2.382 5.231
N 2.406634 -3.536849 -3.547000 4.374 6.535 2.290
N 0.931634 -5.093849 -3.410000 -3.709 -2.768 1.445
H 3.251634 -2.994849 -3.864000 -1.312 -1.662 -0.104
H 2.229634 -3.328849 -2.577000 -0.327 0.006 0.113
H 0.372634 -5.835849 -3.903000 1.082 1.269 0.887
H 0.448634 -4.641849 -2.587000 0.879 -0.576 -1.819
C -0.080366 -0.045849 -0.331000 -3.200 2.659 -3.541
O -1.118366 0.571151 -1.002000 4.194 -2.482 2.637
N 0.445634 0.386151 0.745000 0.629 1.832 3.784
N 0.687634 -0.966849 -0.845000 0.498 -3.690 -2.794
H 0.103634 1.202151 1.178000 -0.713 0.629 0.598
H 1.173634 -0.128849 1.288000 -0.972 0.486 -1.145
H 0.437634 -1.342849 -1.819000 0.243 -0.015 1.236
H 1.381634 -1.610849 -0.357000 -1.483 1.575 -0.641
C -1.451366 3.502151 1.163000 -6.518 2.631 2.473
O -2.176366 4.097151 2.121000 2.390 -2.087 -3.362
N -1.979366 2.768151 0.205000 -1.161 -0.243 -0.180
N -0.184366 3.699151 1.101000 4.976 2.210 0.472
H -2.975366 2.631151 0.247000 0.019 -0.005 0.061
H -1.450366 2.120151 -0.383000 -0.048 -0.117 0.046
H 0.097634 4.351151 1.862000 -0.009 -0.308 -1.299
H 0.314634 3.792151 0.191000 -0.513 -0.051 0.553
C 3.129634 3.105151 1.301000 0.474 0.776 1.363
O 3.572634 3.121151 -0.028000 -0.513 0.480 -0.055
H 2.275634 2.521151 1.426000 -1.857 -1.280 -0.197
H 2.821634 4.028151 1.838000 0.818 0.193 -1.078
H 3.857634 2.582151 1.879000 0.783 -0.034 0.907
H 3.507634 2.174151 -0.192000 0.226 -0.206 -1.086
C 0.654634 3.017151 -2.368000 2.855 0.815 -1.694
O 0.401634 4.200151 -1.642000 -1.412 -0.891 1.260
H -0.125366 2.312151 -2.433000 -1.115 -0.528 0.552
H 1.625634 2.569151 -2.077000 -0.642 -0.195 0.396
H 0.880634 3.358151 -3.387000 -0.321 -0.415 -0.233
H 0.976634 4.844151 -2.003000 0.817 1.099 -0.274
C 1.126634 -3.706849 0.428000 1.204 -2.877 0.257
O 1.988634 -3.217849 -0.578000 0.089 0.572 -0.656
H 0.879634 -4.774849 0.200000 0.023 0.798 0.281
H 0.226634 -3.158849 0.475000 -0.882 0.857 0.021
H 1.692634 -3.711849 1.361000 -0.499 -0.034 0.309
H 2.907634 -3.390849 -0.379000 0.300 -0.304 0.165
C 4.034634 -0.488849 -0.934000 0.223 -1.095 1.198
O 2.997634 0.326151 -1.238000 -2.361 3.555 -1.692
H 3.956634 -1.339849 -1.580000 0.432 -1.242 -0.156
H 3.798634 -0.654849 0.108000 1.421 -1.280 0.643
H 5.059634 -0.085849 -1.041000 -0.806 0.395 -0.002
H 2.067634 -0.030849 -1.075000 1.864 0.081 -0.314
C -4.024366 -0.647849 -0.323000 -0.505 -0.663 -2.237
O -3.477366 -1.963849 -0.403000 -1.445 -1.049 0.570
H -5.030366 -0.665849 0.114000 0.341 0.334 -0.110
H -4.012366 -0.271849 -1.378000 -0.606 0.197 0.857
H -3.317366 -0.093849 0.193000 0.935 1.440 1.335
H -4.261366 -2.517849 -0.219000 1.041 -0.193 -0.248
C -3.085366 2.486151 -3.009000 0.025 -1.810 0.203
O -3.629366 2.292151 -4.334000 0.994 -0.404 0.655
H -2.259366 3.212151 -2.962000 -0.285 -0.193 -0.141
H -2.730366 1.470151 -2.547000 -0.531 1.817 -1.281
H -3.912366 2.792151 -2.389000 -0.085 0.411 0.610
H -4.248366 3.000151 -4.495000 -0.169 0.264 -0.065
```
Forces are in eV/Å.

Results
Energy relative to the best compared isomer or geometry (same formula, charge and spin) (kJ/mol): 850.5